The following is a DFT calculation (ωB97M-V/def2-TZVPD) of C16H25ClCoN2S4 as an isolated structure in a non-equilibrium geometry.

Computed properties:
Net charge: +2
Kohn-Sham gap (alpha / beta) in Eh: 0.277 / 0.310
Expectation value of S²: 1.134
HOMO level (alpha / beta) in eV: -14.491 / -14.542
Molecular weight in g mol⁻¹: 468.04
Spin multiplicity: 2
F_max in eV/A: 1.799
Relative energy (zero: lowest compared OMol25 entry of this formula, charge and spin) in kJ/mol: 60.0
LUMO (alpha / beta) in Ha: -0.2551 / -0.2241

Cartesian coordinates (Å):
Co: -0.159 0.067 -0.587
C: -0.546 -2.002 2.207
C: 0.559 -2.931 1.720
S: 0.877 -2.951 -0.059
C: -0.474 -3.916 -0.761
C: -1.838 -3.234 -0.841
S: -1.842 -1.535 -1.513
C: -3.434 -1.034 -0.796
C: -3.637 0.461 -0.918
S: -2.233 1.452 -0.354
C: -2.397 1.552 1.449
C: -1.973 0.327 2.234
S: -0.294 -0.235 1.818
H: -0.604 -2.061 3.295
H: -1.512 -2.285 1.798
H: 0.329 -3.949 2.035
H: 1.519 -2.659 2.161
H: -0.573 -4.835 -0.185
H: -0.113 -4.188 -1.753
H: -2.304 -3.187 0.141
H: -2.491 -3.811 -1.495
H: -3.452 -1.356 0.244
H: -4.216 -1.566 -1.336
H: -4.528 0.783 -0.377
H: -3.756 0.753 -1.963
H: -3.439 1.790 1.663
H: -1.799 2.423 1.717
H: -2.652 -0.507 2.063
H: -1.979 0.560 3.298
C: 4.969 0.088 0.188
C: 4.349 -0.326 -1.159
C: 2.886 -0.255 -1.124
N: 1.745 -0.200 -1.099
H: 6.052 0.018 0.111
H: 4.641 -0.572 0.990
H: 4.708 1.114 0.443
H: 4.629 -1.346 -1.420
H: 4.701 0.324 -1.961
Cl: 1.441 5.052 1.579
C: 1.132 4.120 0.175
C: 1.258 4.659 -1.094
C: 0.979 3.852 -2.187
C: 0.582 2.547 -1.979
N: 0.473 2.034 -0.749
C: 0.750 2.798 0.312
H: 1.569 5.687 -1.222
H: 1.068 4.235 -3.194
H: 0.342 1.896 -2.811
H: 0.688 2.347 1.297